No. 1
{"formula": "C4H10IP", "method": "ωB97M-V/def2-TZVPD", "elements": ["H", "H", "H", "H", "P", "H", "C", "H", "H", "C", "H", "C", "C", "H", "I", "H"], "coordinates": [[0.88285, -1.88331, -1.43398], [0.41255, 1.71426, -0.06573], [0.13780, -1.03787, 2.36111], [-1.31045, 1.86393, -1.80496], [0.00932, -1.99297, -0.36075], [-1.13290, 0.09955, 1.87594], [0.11679, 0.80682, -0.59640], [0.49664, 0.69266, 2.15045], [-2.02910, 1.13087, -0.36337], [-1.29966, 0.98839, -1.15783], [-1.58218, 0.11896, -1.75074], [0.22190, -0.36542, 0.32578], [-0.07142, -0.15164, 1.76083], [0.78680, 0.67090, -1.44749], [3.50205, 0.03521, 0.01497], [0.85903, -2.69035, 0.49216]], "lowdin_charge": [-0.08, 0.11, 0.08, 0.08, 0.88, 0.10, -0.36, 0.09, 0.07, -0.10, 0.06, -0.62, -0.13, 0.07, -0.18, -0.07], "largest_force_ev_per_a": 1.10, "homo_ev": [-7.61, -8.30], "de_lowest_kj_mol": 232.7, "lumo_ev": [-2.3, -1.4]}


No. 2
{"formula": "C4H10N", "method": "ωB97M-V/def2-TZVPD", "elements": ["C", "H", "H", "H", "H", "H", "C", "C", "H", "N", "C", "H", "H", "H", "H"], "coordinates": [[-0.41972, -0.16703, -0.88124], [0.17992, 1.67398, -1.65393], [1.11662, -1.43374, -0.94595], [1.38383, 0.54957, -2.07667], [0.56030, -0.33950, 2.13959], [-0.50063, -2.14718, -1.15962], [-0.28702, 0.35788, 2.26064], [-0.94875, 0.72337, 1.22020], [1.07562, 1.23591, -0.31851], [0.15903, -1.55923, -0.70935], [0.62912, 0.78632, -1.25404], [-0.32570, 0.73844, 3.33872], [-1.51105, 1.67402, 1.11308], [-1.49529, -0.21746, -1.31693], [0.38372, -1.87534, 0.24401]], "lowdin_charge": [-0.16, 0.08, 0.14, 0.12, 0.06, 0.15, -0.08, 0.01, 0.10, 0.20, -0.14, 0.11, 0.09, 0.15, 0.17], "largest_force_ev_per_a": 4.55, "charge": 1, "homo_ev": -13.52, "de_lowest_kj_mol": 499.1, "lumo_ev": -4.1}


No. 3
{"formula": "C4H10N", "method": "ωB97M-V/def2-TZVPD", "elements": ["N", "H", "H", "H", "C", "C", "C", "H", "H", "H", "H", "C", "H", "H", "H"], "coordinates": [[4.01918, 0.00755, -0.09216], [-1.98503, -0.21016, -1.67130], [-0.46923, -0.30781, 1.88831], [-1.37233, 1.17003, -0.67740], [-2.19346, -0.22433, 0.54562], [-0.73917, -0.10105, 0.85372], [-2.20887, 0.43878, -0.84160], [3.04760, -0.06095, -0.20110], [4.42359, -0.45460, -0.88339], [-2.88287, 0.26661, 1.16893], [4.46554, -0.50953, 0.72987], [0.19498, -0.10082, -0.11327], [-2.27711, -1.32004, 0.29810], [-3.23361, 0.92054, -0.98623], [1.21082, 0.48577, -0.01810]], "lowdin_charge": [0.02, 0.09, 0.17, 0.09, -0.17, -0.07, -0.08, -0.08, 0.01, 0.12, 0.07, 0.38, 0.17, 0.13, 0.16], "largest_force_ev_per_a": 4.72, "charge": 1, "homo_ev": -13.34, "de_lowest_kj_mol": 669.0, "lumo_ev": -8.5}


No. 4
{"formula": "C4H10N", "method": "ωB97M-V/def2-TZVPD", "elements": ["C", "H", "H", "C", "H", "H", "N", "C", "H", "H", "H", "H", "C", "H", "H"], "coordinates": [[-0.17159, 1.42116, 1.70556], [-0.07443, 2.37177, 2.17988], [2.74870, -1.12101, -3.46695], [0.84147, -1.49208, -4.24527], [-1.06098, 1.31626, 4.28199], [-1.94899, -0.03617, 1.75110], [-1.37920, 0.58124, 2.36594], [1.74295, -1.14282, -3.24005], [1.45363, -1.21143, -2.20673], [-0.49530, 1.69121, 0.61830], [1.15662, -1.81468, -5.26089], [-0.18606, -1.85058, -3.93241], [-1.57079, 0.56638, 3.67104], [-2.00802, -0.23433, 4.15903], [0.95198, 0.95507, 1.61946]], "lowdin_charge": [0.01, 0.06, 0.01, -0.06, 0.13, 0.18, 0.04, -0.07, 0.02, 0.12, 0.05, 0.05, 0.20, 0.10, 0.16], "largest_force_ev_per_a": 5.03, "charge": 1, "homo_ev": -11.95, "de_lowest_kj_mol": 368.6, "lumo_ev": -6.0}


No. 5
{"formula": "C4H10N", "method": "ωB97M-V/def2-TZVPD", "elements": ["H", "N", "H", "C", "H", "C", "C", "H", "H", "H", "H", "H", "C", "H", "H"], "coordinates": [[-1.77636, 2.42614, 2.05039], [0.39818, -1.31276, -1.08990], [-1.05118, 0.30899, -1.44629], [-0.35000, 1.61131, 0.76573], [0.31886, -2.24864, -1.53173], [-0.33476, -0.48690, -1.73382], [-1.27846, 1.53228, 1.73989], [-0.32088, -0.50169, -2.92861], [-0.13744, 0.62481, 0.24986], [1.90352, -2.15829, 0.06175], [0.73443, -1.36104, 1.01511], [0.27151, 2.50930, 0.51649], [1.25382, -1.24992, 0.05307], [1.97955, -0.36511, -0.01083], [-1.61081, 0.67154, 2.28890]], "lowdin_charge": [0.05, -0.02, 0.12, -0.08, 0.19, 0.15, -0.03, 0.18, -0.02, 0.12, 0.11, 0.08, -0.05, 0.15, 0.05], "largest_force_ev_per_a": 4.04, "charge": 1, "homo_ev": -13.36, "de_lowest_kj_mol": 426.8, "lumo_ev": -6.2}


No. 6
{"formula": "C4H10N", "method": "ωB97M-V/def2-TZVPD", "elements": ["H", "C", "H", "N", "H", "H", "H", "H", "C", "H", "C", "H", "C", "H", "H"], "coordinates": [[2.43901, -0.25928, -1.39222], [0.95632, -1.01174, -0.11387], [-4.31885, 0.66114, 0.51714], [-4.17159, -0.00146, -0.19852], [-0.99855, -1.03152, 0.68505], [-4.38691, -0.93527, 0.22025], [2.91155, 1.84778, 0.25440], [-3.22820, 0.01086, -0.48172], [2.20165, -0.20279, -0.32433], [3.00386, -0.77004, 0.20156], [2.01644, 1.25938, 0.07632], [1.43423, 1.16056, 1.04190], [-0.22020, -0.44785, 0.04525], [1.32690, 1.75948, -0.64760], [1.03434, -2.03927, 0.11640]], "lowdin_charge": [0.15, -0.06, -0.01, 0.03, 0.18, 0.04, 0.09, -0.05, -0.21, 0.15, -0.07, 0.10, 0.40, 0.11, 0.16], "largest_force_ev_per_a": 6.04, "charge": 1, "homo_ev": -13.10, "de_lowest_kj_mol": 647.8, "lumo_ev": -9.3}


No. 7
{"formula": "C4H10N2", "method": "ωB97M-V/def2-TZVPD", "elements": ["H", "H", "H", "N", "C", "H", "H", "H", "C", "C", "H", "H", "H", "H", "N", "C"], "coordinates": [[3.00760, 2.39966, -2.48555], [-0.84978, 0.81436, -2.80970], [0.76510, -2.27831, 2.59595], [-0.22220, 1.31443, -2.18109], [-1.21969, -1.58317, 2.05394], [-0.48248, 2.27860, -2.10289], [-1.52372, -2.61613, 3.81388], [1.55158, 0.30648, -2.50632], [1.92642, 2.38494, -2.40554], [0.09524, -1.74051, 1.93091], [1.57066, 3.40229, -2.27350], [-1.73055, -1.03201, 1.27754], [0.70717, -1.31103, 1.14551], [-2.87720, -1.78675, 3.18008], [-1.87807, -1.86447, 3.24400], [1.15992, 1.31163, -2.47723]], "lowdin_charge": [0.02, -0.02, 0.03, -0.04, -0.48, 0.01, 0.06, 0.06, -0.14, -0.13, 0.03, 0.04, 0.01, 0.03, -0.01, -0.47], "s_squared": 0.750, "largest_force_ev_per_a": 1.70, "charge": -1, "homo_ev": [1.46, -4.88], "de_lowest_kj_mol": 121.3, "multiplicity": 2, "lumo_ev": [3.9, 4.0]}


No. 8
{"formula": "C4H10N2", "method": "ωB97M-V/def2-TZVPD", "elements": ["C", "H", "C", "H", "N", "H", "H", "H", "H", "N", "H", "H", "C", "H", "H", "C"], "coordinates": [[0.87164, 1.09714, 1.01450], [2.44646, 1.93028, -0.10278], [-1.86193, -1.69881, -1.27263], [1.66542, 0.56073, 1.54653], [1.50047, 1.60448, -0.20764], [-1.11486, 0.63534, 0.32077], [0.92451, 2.25963, -0.71392], [-2.94162, -1.81546, -1.12461], [0.47216, 1.91200, 1.64409], [-0.97969, -2.00667, -0.29852], [-1.62103, -1.05449, -2.13486], [-0.56916, -0.25776, 1.73222], [0.10586, -1.08007, -0.14289], [1.03382, -1.60052, 0.12134], [0.32793, -0.59588, -1.12095], [-0.25997, 0.11008, 0.73936]], "lowdin_charge": [-0.32, 0.04, -0.31, 0.10, -0.02, 0.08, 0.06, -0.06, 0.09, -0.21, -0.04, 0.10, -0.40, 0.08, 0.08, -0.25], "s_squared": 0.754, "largest_force_ev_per_a": 1.83, "charge": -1, "homo_ev": [0.61, -2.44], "de_lowest_kj_mol": 60.3, "multiplicity": 2, "lumo_ev": [3.9, 3.9]}